[1]
Below is a cluster of 10 separate species, C28H64N6O14 in total at a distorted geometry, with properties calculated with wB97M-V/def2-TZVPD.

Last column: Löwdin charge in e.
Positions of all 112 atoms, in Å:
C 0.70 -0.80 -1.02  -0.09
C -0.15 -0.04 0.02  -0.71
C -0.18 -0.76 1.39  -0.09
O 0.18 1.25 0.20  -0.25
H 1.73 -0.66 -0.67  0.06
H 0.52 -0.28 -1.96  0.05
H 0.47 -1.87 -1.10  0.06
H -1.18 -0.29 -0.36  0.08
H 0.86 -0.96 1.71  0.05
H -0.70 -1.74 1.39  0.05
H -0.74 -0.28 2.20  0.05
C 2.45 6.13 -2.10  -0.12
C 2.08 4.86 -1.33  -0.69
C 0.96 4.12 -2.00  -0.12
O 3.20 4.10 -1.01  -0.35
H 2.20 6.06 -3.16  0.05
H 3.48 6.44 -1.92  0.05
H 1.89 7.02 -1.76  0.05
H 1.72 5.18 -0.33  0.10
H 1.10 3.96 -3.08  0.05
H 0.00 4.66 -1.95  0.06
H 0.77 3.12 -1.60  0.04
C -7.31 -2.85 -1.19  -0.04
O -6.01 -3.02 -1.76  0.02
C -5.24 -1.95 -1.80  -0.61
O -5.60 -0.85 -1.44  0.08
O -4.09 -2.32 -2.32  0.02
C -3.03 -1.38 -2.61  0.02
H -7.74 -1.87 -1.37  0.09
H -7.25 -2.91 -0.10  0.09
H -7.95 -3.60 -1.64  0.09
H -2.83 -1.50 -3.68  0.08
H -2.17 -1.65 -2.00  0.09
H -3.37 -0.36 -2.46  0.09
C 3.52 2.11 6.53  -0.03
O 2.24 1.58 6.86  -0.01
C 1.35 1.44 5.90  -0.65
O 1.47 1.82 4.77  0.16
O 0.27 0.81 6.33  -0.01
C -0.81 0.65 5.45  -0.05
H 3.98 2.35 7.48  0.09
H 3.40 2.98 5.89  0.10
H 4.08 1.36 5.97  0.08
H -0.51 0.01 4.61  0.09
H -1.13 1.57 4.96  0.11
H -1.63 0.13 5.93  0.09
C 2.55 -5.41 2.17  -0.02
C 1.59 -4.53 1.40  -0.57
O 0.42 -4.88 1.24  0.00
N 2.07 -3.42 0.82  0.04
C 3.45 -3.00 0.70  -0.06
H 3.54 -5.00 2.38  0.05
H 2.73 -6.23 1.46  0.09
H 2.03 -5.86 3.00  0.08
H 1.38 -2.84 0.36  0.09
H 3.70 -2.34 -0.14  0.09
H 4.16 -3.82 0.78  0.07
H 3.59 -2.20 1.44  0.07
C -7.32 -0.05 1.38  -0.01
C -6.31 -0.97 2.05  -0.56
O -6.56 -1.56 3.10  0.01
N -5.12 -1.04 1.43  0.02
C -4.00 -1.71 2.06  -0.06
H -7.31 -0.26 0.31  0.05
H -7.15 1.00 1.63  0.08
H -8.35 -0.28 1.63  0.07
H -5.07 -0.82 0.44  0.08
H -4.25 -2.76 2.23  0.09
H -3.63 -1.18 2.93  0.09
H -3.16 -1.78 1.37  0.07
C 6.28 -0.56 3.74  0.00
C 4.77 -0.57 3.79  -0.58
O 4.09 0.13 3.07  0.07
N 4.20 -1.50 4.59  0.00
C 2.80 -1.81 4.57  -0.06
H 6.58 0.49 3.78  0.08
H 6.72 -1.08 2.89  0.08
H 6.62 -1.05 4.65  0.06
H 4.87 -2.13 5.01  0.12
H 2.70 -2.88 4.80  0.08
H 2.27 -1.67 3.63  0.08
H 2.22 -1.40 5.40  0.08
C 1.73 0.56 -7.78  0.00
C 0.42 0.06 -7.17  -0.56
O -0.63 -0.03 -7.80  0.00
N 0.49 -0.19 -5.85  0.01
C -0.60 -0.75 -5.09  -0.08
H 2.34 -0.30 -8.06  0.08
H 2.17 1.30 -7.12  0.07
H 1.44 0.94 -8.76  0.07
H 1.39 -0.06 -5.40  0.09
H -0.61 -0.32 -4.09  0.07
H -0.58 -1.84 -5.16  0.09
H -1.53 -0.45 -5.57  0.08
O 3.19 0.26 -4.50  -0.05
C 3.33 1.19 -3.71  -0.58
N 2.90 1.16 -2.44  0.20
C 4.04 2.51 -4.05  -0.01
H 2.48 0.34 -2.05  0.06
H 2.92 2.06 -1.94  0.08
H 4.60 2.89 -3.20  0.07
H 3.20 3.21 -4.17  0.07
H 4.54 2.44 -5.02  0.06
O -4.24 2.62 -2.18  -0.02
C -3.45 2.23 -1.33  -0.61
N -2.14 2.11 -1.56  0.19
C -3.93 1.77 0.04  -0.01
H -1.48 1.60 -0.98  0.05
H -1.73 2.74 -2.23  0.10
H -5.00 1.55 0.08  0.06
H -4.00 2.65 0.68  0.09
H -3.36 0.96 0.47  0.07

Its LUMO energy is 3.488 eV. Its total charge is -2. The calculation puts the energy above the lowest of the compared OMol25 structures with the same formula, charge and spin at 0.0 kcal/mol.

[2]
Below is a cluster of 4 separate species, C28H65IN7O16P4S in total at a distorted geometry, with properties calculated with wB97M-V/def2-TZVPD.

Last column: Löwdin charge in e.
Positions of all 122 atoms, in Å:
C 0.53 9.15 -0.31  -0.11
N -0.30 9.62 -1.48  -0.19
C 0.63 10.16 -2.54  -0.11
C -1.18 8.53 -2.05  -0.23
O -2.18 8.84 -2.93  -0.05
C -1.08 6.92 -1.65  -0.05
N -1.65 6.01 -2.76  -0.06
C -0.73 5.58 -3.86  -0.19
C 0.71 6.32 -3.98  -0.06
C 1.88 5.52 -3.10  -0.31
N 1.47 4.37 -2.19  0.08
O 3.18 5.84 -3.12  -0.04
C -2.98 5.69 -2.59  -0.17
N -4.01 6.09 -1.56  0.11
C -5.39 5.50 -1.76  -0.16
S -6.94 5.69 -0.72  0.77
C -6.75 6.97 0.68  -0.14
O -7.25 4.34 0.03  -0.37
O -8.21 6.12 -1.54  -0.39
N -5.11 4.68 -3.02  -0.31
P -6.54 3.80 -3.58  0.71
N -6.83 2.62 -2.48  -0.26
N -3.80 4.78 -3.45  -0.49
I -3.42 3.63 -5.09  1.05
H -0.14 8.77 0.59  0.12
H 1.21 10.09 0.01  0.12
H 1.28 8.33 -0.70  0.09
H 0.97 11.25 -2.26  0.12
H 1.63 9.52 -2.61  0.10
H 0.16 10.15 -3.63  0.12
H 0.02 6.60 -1.33  0.13
H -1.69 6.83 -0.63  0.15
H -0.61 4.39 -3.85  0.11
H -1.30 5.81 -4.88  0.11
H 1.06 6.19 -5.12  0.15
H 0.72 7.47 -3.78  0.12
H 1.13 3.57 -2.77  0.08
H 2.26 4.07 -1.55  0.10
H -7.81 7.04 1.23  0.12
H -5.96 6.61 1.50  0.11
H -6.52 8.04 0.25  0.09
H -7.66 4.74 -3.69  0.05
H -6.43 3.16 -4.86  -0.03
H -6.82 1.68 -2.94  -0.02
O 3.84 1.64 -0.69  -0.25
P 4.29 0.22 -1.12  0.78
O 3.75 -0.50 0.26  -0.25
C 2.37 -0.82 0.32  -0.29
C 2.01 -1.93 -0.65  -0.07
O 5.88 0.52 -0.70  -0.27
C 6.38 1.85 -0.61  -0.29
C 6.22 2.41 0.79  -0.07
O 4.79 -1.36 -1.61  -0.27
C 5.99 -1.98 -1.13  -0.27
C 6.10 -2.15 0.37  -0.07
H 1.77 0.08 0.11  0.10
H 2.14 -1.13 1.34  0.12
H 2.14 -1.61 -1.68  0.07
H 0.96 -2.24 -0.52  0.07
H 2.65 -2.80 -0.49  0.08
H 5.91 2.50 -1.36  0.10
H 7.45 1.82 -0.87  0.12
H 5.22 2.26 1.20  0.07
H 6.44 3.48 0.81  0.08
H 6.91 1.90 1.48  0.08
H 6.86 -1.45 -1.54  0.11
H 6.02 -2.97 -1.59  0.12
H 6.12 -1.20 0.91  0.07
H 7.02 -2.68 0.63  0.09
H 5.24 -2.72 0.76  0.05
O 2.04 -5.29 1.92  -0.24
P 2.49 -6.70 1.48  0.80
O 1.95 -7.43 2.87  -0.24
C 0.57 -7.74 2.92  -0.29
C 0.21 -8.86 1.96  -0.08
O 4.08 -6.40 1.91  -0.27
C 4.58 -5.07 1.99  -0.30
C 4.42 -4.52 3.40  -0.06
O 2.99 -8.28 1.00  -0.27
C 4.19 -8.90 1.47  -0.28
C 4.30 -9.08 2.98  -0.08
H -0.03 -6.85 2.71  0.09
H 0.34 -8.06 3.95  0.12
H 0.34 -8.54 0.92  0.07
H -0.84 -9.16 2.09  0.08
H 0.85 -9.73 2.12  0.08
H 4.11 -4.43 1.24  0.08
H 5.65 -5.11 1.74  0.12
H 3.42 -4.67 3.80  0.07
H 4.64 -3.44 3.42  0.08
H 5.11 -5.02 4.09  0.08
H 5.06 -8.37 1.07  0.11
H 4.22 -9.90 1.02  0.12
H 4.32 -8.13 3.52  0.07
H 5.22 -9.61 3.24  0.08
H 3.44 -9.65 3.37  0.08
O -4.21 -4.47 3.34  -0.22
P -4.05 -4.34 1.81  0.78
O -2.83 -3.22 1.92  -0.25
C -1.52 -3.72 2.14  -0.29
C -0.99 -4.47 0.93  -0.09
O -5.37 -3.33 1.69  -0.28
C -6.38 -3.33 2.70  -0.29
C -6.09 -2.30 3.78  -0.07
O -3.87 -4.18 0.10  -0.27
C -4.42 -3.10 -0.65  -0.28
C -3.96 -1.71 -0.24  -0.08
H -1.52 -4.37 3.03  0.11
H -0.88 -2.87 2.35  0.12
H -1.57 -5.38 0.75  0.07
H 0.05 -4.76 1.08  0.03
H -1.07 -3.85 0.03  0.07
H -6.53 -4.33 3.11  0.11
H -7.33 -3.06 2.20  0.12
H -5.06 -2.36 4.14  0.07
H -6.77 -2.42 4.62  0.08
H -6.20 -1.28 3.38  0.07
H -5.51 -3.18 -0.65  0.11
H -4.11 -3.26 -1.69  0.12
H -4.26 -1.44 0.77  0.07
H -4.40 -0.96 -0.91  0.08
H -2.87 -1.63 -0.29  0.07

Its LUMO energy is -4.954 eV. Its total charge is +1.

[3]
Below is a cluster of 3 separate species, C28H65NO10P5S2 in total at a distorted geometry, with properties calculated with wB97M-V/def2-TZVPD.

Last column: Löwdin charge in e.
Positions of all 111 atoms, in Å:
C -4.85 -1.56 1.56  -0.13
C -5.23 -0.11 2.12  -0.24
C -5.42 0.96 0.95  -0.22
C -4.05 1.69 0.64  -0.19
C -4.27 3.02 -0.22  -0.19
C -3.66 2.82 -1.66  -0.21
C -4.49 1.84 -2.59  -0.19
C -3.99 0.33 -2.59  -0.20
C -2.47 0.12 -3.02  -0.20
C -1.85 -1.24 -2.45  -0.20
C -1.02 -1.04 -1.11  -0.21
C 0.34 -1.87 -1.10  -0.22
C 1.11 -1.75 0.27  -0.20
C 2.59 -2.36 0.22  -0.18
C 2.63 -3.64 1.16  -0.15
C 4.09 -4.31 1.19  -0.25
C 4.92 -3.80 2.46  -0.44
P 6.54 -2.89 2.13  0.93
C 6.41 -1.07 2.57  -0.30
C 7.85 -3.57 3.33  -0.44
C 9.21 -2.77 3.28  -0.15
C 4.93 -5.09 3.39  -0.40
P 4.44 -4.86 5.20  0.40
S 4.09 -2.98 5.64  0.15
C 4.24 -6.25 2.56  0.00
N 3.84 -5.78 1.39  -0.13
P 3.09 -6.98 0.32  0.32
O 2.11 -6.30 -0.85  -0.20
O 4.39 -7.70 -0.52  -0.20
S 2.11 -8.37 1.23  0.38
H -5.33 -1.75 0.56  0.07
H -5.23 -2.38 2.25  0.06
H -3.73 -1.71 1.52  0.06
H -6.23 -0.23 2.63  0.10
H -4.44 0.28 2.83  0.10
H -5.87 0.51 0.02  0.10
H -6.17 1.71 1.33  0.11
H -3.44 1.00 -0.01  0.09
H -3.46 1.85 1.58  0.10
H -3.64 3.83 0.28  0.11
H -5.34 3.34 -0.28  0.11
H -2.58 2.54 -1.54  0.10
H -3.67 3.83 -2.17  0.11
H -5.55 1.83 -2.18  0.11
H -4.57 2.30 -3.62  0.09
H -4.25 -0.13 -1.60  0.08
H -4.63 -0.22 -3.36  0.11
H -2.48 0.06 -4.15  0.10
H -1.80 0.99 -2.77  0.10
H -1.24 -1.72 -3.26  0.10
H -2.73 -1.93 -2.27  0.11
H -0.84 0.07 -1.00  0.11
H -1.70 -1.33 -0.26  0.10
H 0.03 -2.94 -1.32  0.12
H 0.94 -1.48 -1.97  0.12
H 1.14 -0.65 0.54  0.12
H 0.54 -2.36 1.03  0.11
H 3.30 -1.55 0.58  0.11
H 2.82 -2.60 -0.85  0.11
H 2.30 -3.40 2.21  0.13
H 1.85 -4.35 0.75  0.11
H 4.63 -4.16 0.22  0.15
H 4.25 -2.96 2.83  0.06
H 5.52 -0.54 2.15  0.04
H 6.44 -0.91 3.70  0.05
H 7.35 -0.55 2.19  0.05
H 7.36 -3.59 4.35  0.07
H 7.99 -4.66 3.02  0.07
H 9.68 -2.95 2.28  0.08
H 9.90 -3.26 4.04  0.08
H 9.04 -1.69 3.53  0.07
H 5.98 -5.53 3.49  0.11
H 5.59 -5.24 6.00  0.00
H 3.37 -5.71 5.62  -0.01
H 4.16 -7.31 2.93  0.14
H 2.25 -6.80 -1.68  0.10
H 5.23 -7.40 -0.13  0.07
C 0.23 7.01 4.97  -0.13
O 0.19 6.18 3.82  -0.25
P -0.68 4.72 3.66  0.70
O -0.98 4.97 2.19  -0.27
O -1.89 5.30 4.61  -0.30
C -2.69 6.38 4.17  -0.11
O -1.48 3.20 3.65  -0.26
C -0.68 2.11 4.13  -0.15
H 1.24 7.40 5.08  0.09
H -0.43 7.87 4.80  0.09
H -0.06 6.48 5.88  0.09
H -2.37 6.78 3.21  0.09
H -2.65 7.17 4.92  0.08
H -3.73 6.05 4.09  0.10
H -0.39 2.28 5.17  0.08
H 0.21 2.00 3.50  0.08
H -1.27 1.20 4.07  0.08
C -3.15 5.69 -7.28  -0.13
O -3.33 4.51 -6.53  -0.25
P -2.93 2.93 -7.04  0.70
O -2.54 2.45 -5.65  -0.28
O -1.63 3.47 -7.88  -0.29
C -0.51 4.02 -7.20  -0.12
O -2.70 1.39 -7.78  -0.25
C -3.84 0.91 -8.52  -0.14
H -4.00 6.35 -7.10  0.09
H -2.27 6.21 -6.90  0.09
H -3.06 5.50 -8.35  0.09
H -0.66 4.07 -6.12  0.09
H -0.32 5.02 -7.58  0.08
H 0.37 3.40 -7.42  0.09
H -4.09 1.61 -9.33  0.08
H -4.70 0.80 -7.85  0.08
H -3.59 -0.06 -8.94  0.09

Its LUMO energy is -5.014 eV. Its total charge is +1.

[4]
Below is a cluster of 6 separate species, C28H66BN3O19PS5 in total, with properties calculated with wB97M-V/def2-TZVPD.

Last column: Löwdin charge in e.
Positions of all 123 atoms, in Å:
C 5.23 0.71 3.53  0.02
C 5.18 2.01 4.29  -0.53
O 5.94 2.32 5.17  0.12
O 4.17 2.81 3.86  -0.04
C 3.53 3.63 4.87  -0.15
C 2.02 3.45 4.76  -0.15
C 1.31 4.51 3.88  -0.18
C 0.42 3.91 2.79  -0.19
C -1.00 3.57 3.30  -0.13
C -1.22 2.12 3.55  -0.19
C -1.06 1.10 2.66  -0.17
C -0.67 1.10 1.22  0.02
N -1.41 -0.05 3.34  -0.05
N -1.44 -1.36 2.84  0.16
C -1.79 0.22 4.59  -0.07
B -2.33 -0.90 5.60  -0.64
O -1.54 -1.43 6.56  0.21
O -3.62 -1.32 5.50  0.21
N -1.67 1.55 4.75  -0.10
P -2.06 2.62 6.14  0.97
C -1.88 1.55 7.59  -0.27
C -3.87 2.70 5.95  -0.25
H 6.16 0.19 3.74  0.09
H 4.39 0.09 3.83  0.09
H 5.15 0.89 2.45  0.09
H 3.91 3.35 5.85  0.12
H 3.81 4.67 4.69  0.13
H 1.83 2.44 4.38  0.11
H 1.62 3.49 5.78  0.11
H 2.08 5.11 3.39  0.09
H 0.73 5.18 4.51  0.11
H 0.36 4.60 1.95  0.10
H 0.92 3.02 2.40  0.11
H -1.75 3.90 2.57  0.13
H -1.21 4.15 4.20  0.07
H 0.34 0.70 1.08  0.10
H -0.69 2.12 0.84  0.09
H -1.38 0.51 0.63  0.09
H -0.56 -1.82 3.05  0.13
H -1.54 -1.29 1.83  0.10
H -0.66 -1.04 6.60  0.11
H -3.95 -1.37 4.60  0.11
H -2.56 0.69 7.63  0.04
H -2.14 2.20 8.43  0.06
H -0.86 1.19 7.70  0.05
H -4.37 1.74 6.11  0.05
H -4.08 3.02 4.92  0.05
H -4.25 3.45 6.65  0.05
O -4.48 -0.71 0.72  -0.30
S -4.51 -2.08 0.30  0.54
O -3.69 -2.48 -0.80  -0.27
O -6.00 -2.52 0.07  -0.25
C -6.82 -1.74 -0.84  -0.23
C -6.50 -2.00 -2.30  -0.07
C -4.16 -3.11 1.67  -0.11
H -6.73 -0.68 -0.58  0.11
H -7.84 -2.05 -0.61  0.12
H -5.50 -1.64 -2.55  0.07
H -7.22 -1.48 -2.92  0.09
H -6.54 -3.07 -2.51  0.09
H -4.77 -2.80 2.51  0.07
H -3.10 -2.94 1.87  0.04
H -4.33 -4.16 1.42  0.07
O 2.54 5.28 0.95  -0.29
S 3.81 5.72 0.45  0.57
O 4.03 7.13 0.28  -0.26
O 4.13 4.95 -0.89  -0.26
C 3.13 4.98 -1.95  -0.24
C 3.10 6.29 -2.69  -0.06
C 5.11 5.05 1.42  -0.11
H 2.16 4.73 -1.52  0.11
H 3.42 4.17 -2.61  0.12
H 2.76 7.11 -2.06  0.07
H 2.43 6.20 -3.54  0.06
H 4.09 6.55 -3.06  0.09
H 4.95 3.98 1.55  0.06
H 5.08 5.55 2.38  0.08
H 6.06 5.25 0.92  0.08
O -1.80 -7.14 0.56  -0.28
S -2.67 -6.98 -0.57  0.56
O -3.89 -6.23 -0.41  -0.29
O -3.00 -8.39 -1.19  -0.26
C -3.50 -9.43 -0.31  -0.24
C -4.95 -9.23 0.06  -0.07
C -1.78 -6.33 -1.94  -0.12
H -2.86 -9.48 0.57  0.11
H -3.37 -10.35 -0.87  0.12
H -5.09 -8.34 0.68  0.07
H -5.31 -10.09 0.62  0.08
H -5.57 -9.11 -0.83  0.09
H -0.87 -6.90 -2.08  0.07
H -1.54 -5.29 -1.70  0.08
H -2.41 -6.37 -2.82  0.08
O 2.50 6.20 -7.47  -0.27
S 1.67 5.20 -6.88  0.56
O 1.98 4.72 -5.57  -0.29
O 1.56 3.97 -7.88  -0.26
C 2.80 3.41 -8.39  -0.24
C 3.53 2.56 -7.37  -0.07
C -0.02 5.68 -6.94  -0.12
H 3.42 4.22 -8.77  0.12
H 2.48 2.81 -9.24  0.12
H 3.90 3.16 -6.55  0.07
H 4.38 2.08 -7.86  0.08
H 2.87 1.80 -6.97  0.08
H -0.25 6.02 -7.94  0.08
H -0.13 6.49 -6.22  0.08
H -0.63 4.84 -6.65  0.08
O 2.49 -7.07 -5.67  -0.27
S 2.36 -6.34 -4.45  0.56
O 1.06 -5.90 -4.03  -0.29
O 3.35 -5.09 -4.49  -0.27
C 3.28 -4.22 -5.65  -0.24
C 2.07 -3.31 -5.63  -0.07
C 3.14 -7.20 -3.14  -0.12
H 3.31 -4.83 -6.55  0.12
H 4.20 -3.65 -5.60  0.12
H 1.14 -3.87 -5.73  0.07
H 2.14 -2.60 -6.46  0.08
H 2.02 -2.75 -4.69  0.08
H 4.13 -7.51 -3.46  0.08
H 2.52 -8.07 -2.93  0.08
H 3.19 -6.55 -2.27  0.07

Its LUMO energy is -2.566 eV. Its total charge is +1. The calculation puts the energy above the lowest of the compared OMol25 structures with the same formula, charge and spin at 0.0 kcal/mol.

- total charge of number 4 (C28H66BN3O19PS5)?
  +1

- Look up the total charge of the fourth one.
  +1

- Which value of total charge does entry 2 give?
  +1

- Which of these has the lowest total charge?
  C28H64N6O14